1.
Here is an isolated molecule of C18H24FN3O3S2 at a distorted geometry from the OMol25 dataset. Energies are from ωB97M-V with the def2-TZVPD basis set.

The geometry in ORCA input format:
```
! wB97M-V def2-TZVPD RIJCOSX def2/J DEFGRID3
* xyz 0 1
C 0.151 -4.095 0.989
S -0.786 -2.566 0.731
C -0.941 -1.971 2.449
C 0.333 -1.357 3.015
C 0.938 -0.283 2.094
N -0.048 0.641 1.598
C 0.093 1.985 1.746
O 0.947 2.500 2.426
O -0.868 2.608 1.047
C -0.991 4.053 1.086
C -2.201 4.345 0.198
C 0.266 4.706 0.513
C -1.250 4.524 2.516
C 1.665 -0.932 0.964
N 2.447 -1.961 1.016
N 2.891 -2.194 -0.238
C 2.365 -1.281 -0.988
S 2.558 -1.113 -2.692
C 1.344 0.232 -3.019
C -0.036 -0.103 -2.549
C -0.639 -1.302 -2.915
C -1.908 -1.618 -2.471
C -2.570 -0.719 -1.653
F -3.808 -1.018 -1.213
C -1.997 0.480 -1.275
C -0.724 0.781 -1.728
O 1.585 -0.423 -0.288
H -0.362 -4.705 1.727
H 1.163 -3.854 1.305
H 0.176 -4.606 0.032
H -1.743 -1.234 2.417
H -1.263 -2.814 3.059
H 1.094 -2.123 3.167
H 0.094 -0.905 3.979
H 1.658 0.316 2.670
H -0.703 0.309 0.904
H -2.380 5.415 0.157
H -2.026 3.977 -0.810
H -3.085 3.854 0.598
H 0.140 5.784 0.489
H 0.447 4.352 -0.500
H 1.127 4.465 1.131
H -1.433 5.594 2.522
H -2.120 4.014 2.926
H -0.390 4.309 3.144
H 1.382 0.344 -4.104
H 1.718 1.141 -2.549
H -0.101 -1.996 -3.543
H -2.383 -2.547 -2.741
H -2.532 1.164 -0.634
H -0.263 1.710 -1.427
*
```

Properties
- HOMO level (eV) = -8.377
- orbital gap (Ha) = 0.3268
- energy relative to the best compared isomer or geometry (same formula, charge and spin) (kcal per mole) = 0.0


2.
Here is an isolated molecule of C18H24FN3OS at a distorted geometry from the OMol25 dataset. Energies are from ωB97M-V with the def2-TZVPD basis set.

The geometry in ORCA input format:
```
! wB97M-V def2-TZVPD RIJCOSX def2/J DEFGRID3
* xyz 0 1
C 5.109 2.689 -0.015
C 4.560 1.416 0.501
N 4.550 1.054 1.732
C 3.931 -0.137 1.915
C 3.452 -0.733 0.791
C 2.624 -1.961 0.627
N 1.399 -1.588 -0.055
C 0.645 -2.673 -0.641
C -0.411 -2.055 -1.567
N -1.282 -1.097 -0.913
C -2.366 -1.688 -0.146
C -3.441 -0.665 0.114
C -3.838 0.188 -0.910
C -4.826 1.131 -0.704
C -5.421 1.207 0.543
F -6.390 2.125 0.753
C -5.050 0.373 1.580
C -4.053 -0.561 1.356
C -0.519 -0.105 -0.161
C 0.160 0.875 -1.126
C 0.504 2.209 -0.462
O 1.261 3.048 -1.302
C 0.524 -0.765 0.753
S 3.799 0.265 -0.585
H 4.307 3.280 -0.459
H 5.558 3.245 0.803
H 5.857 2.502 -0.783
H 3.855 -0.534 2.912
H 3.149 -2.688 -0.001
H 2.448 -2.421 1.617
H 1.317 -3.303 -1.228
H 0.162 -3.304 0.128
H -1.024 -2.841 -2.014
H 0.110 -1.527 -2.369
H -2.794 -2.494 -0.751
H -2.042 -2.129 0.811
H -3.352 0.105 -1.870
H -5.142 1.799 -1.490
H -5.533 0.461 2.540
H -3.751 -1.216 2.160
H -1.234 0.452 0.456
H -0.516 1.055 -1.967
H 1.080 0.428 -1.505
H 1.130 2.053 0.419
H -0.419 2.717 -0.143
H 0.782 3.167 -2.130
H 1.113 0.004 1.253
H 0.019 -1.362 1.536
*
```

Properties
- HOMO level (eV) = -8.322
- orbital gap (Ha) = 0.3300
- energy relative to the best compared isomer or geometry (same formula, charge and spin) (kcal per mole) = 2.8


3.
Here is a structure of composition C18H24IN4OTl from the OMol25 dataset. Energies are from ωB97M-V with the def2-TZVPD basis set.

The geometry in ORCA input format:
```
! wB97M-V def2-TZVPD RIJCOSX def2/J DEFGRID3
* xyz 0 1
Tl 0.108 -2.003 -0.795
C -0.179 -0.966 -3.886
N -0.871 -0.381 -2.737
C -2.319 -0.420 -2.912
C -0.375 0.939 -2.407
C -0.179 1.883 -3.403
C 0.428 3.103 -3.138
C 0.875 3.342 -1.847
C 0.643 2.425 -0.835
C -0.064 1.223 -1.054
N -0.403 0.286 -0.093
C -0.631 0.587 1.226
C -0.658 1.869 1.821
C -0.783 2.044 3.193
C -0.918 0.962 4.047
C -1.026 -0.304 3.481
C -0.930 -0.493 2.113
N -1.225 -1.772 1.514
C -0.944 -2.939 2.342
C -2.618 -1.787 1.061
H -0.433 -0.482 -4.836
H -0.447 -2.023 -3.963
H 0.899 -0.889 -3.738
H -2.646 0.176 -3.775
H -2.800 -0.023 -2.016
H -2.646 -1.452 -3.059
H -0.481 1.651 -4.419
H 0.575 3.830 -3.926
H 1.415 4.255 -1.620
H 1.040 2.624 0.149
H -0.593 2.745 1.197
H -0.775 3.051 3.596
H -0.969 1.092 5.120
H -1.218 -1.154 4.126
H -1.669 -3.071 3.155
H 0.052 -2.853 2.776
H -0.975 -3.834 1.716
H -3.311 -1.693 1.906
H -2.828 -2.725 0.537
H -2.781 -0.954 0.376
N 4.761 -1.159 0.432
C 3.442 -0.875 0.372
O 2.760 -1.188 -0.593
C 2.862 -0.063 1.510
I 3.273 -0.905 3.433
H 5.181 -1.667 -0.326
H 5.311 -0.951 1.245
H 1.785 0.002 1.407
H 3.288 0.935 1.526
*
```

Properties
- HOMO level (eV) = -6.347
- orbital gap (Ha) = 0.2418


4.
Here is an isolated molecule of C18H24N2O3 from the OMol25 dataset. Energies are from ωB97M-V with the def2-TZVPD basis set.

The geometry in ORCA input format:
```
! wB97M-V def2-TZVPD RIJCOSX def2/J DEFGRID3
* xyz 0 1
O -2.492 0.542 2.049
C -1.652 0.311 1.188
C -2.144 -0.064 -0.211
C -1.649 -1.423 -0.723
C -1.699 -1.452 -2.248
C -0.774 -0.400 -2.825
O -0.010 -0.604 -3.742
N -0.847 0.802 -2.180
C -0.204 1.932 -2.789
C 0.522 2.931 -1.939
C 1.293 1.994 -2.816
C -1.925 1.064 -1.247
N -0.339 0.397 1.478
C 0.031 0.692 2.859
C -0.189 2.169 3.229
O -1.439 2.409 3.806
C 0.769 0.278 0.560
C 1.574 -0.992 0.729
C 1.107 -2.072 1.465
C 1.866 -3.226 1.573
C 3.095 -3.313 0.944
C 3.566 -2.239 0.207
C 2.811 -1.086 0.102
H -3.229 -0.134 -0.070
H -0.630 -1.634 -0.403
H -2.283 -2.213 -0.317
H -2.715 -1.250 -2.597
H -1.392 -2.424 -2.633
H -0.733 2.309 -3.660
H 0.555 2.776 -0.872
H 0.455 3.970 -2.222
H 1.767 2.376 -3.706
H 1.831 1.182 -2.353
H -2.861 1.210 -1.804
H -1.707 2.005 -0.735
H -0.580 0.082 3.531
H 1.078 0.416 2.984
H -0.052 2.789 2.325
H 0.553 2.482 3.969
H -2.096 1.881 3.316
H 0.406 0.332 -0.467
H 1.435 1.136 0.720
H 0.148 -2.017 1.959
H 1.491 -4.058 2.150
H 3.684 -4.214 1.027
H 4.524 -2.300 -0.288
H 3.182 -0.250 -0.473
*
```

Properties
- HOMO level (eV) = -9.362
- orbital gap (Ha) = 0.3704
- energy relative to the best compared isomer or geometry (same formula, charge and spin) (kcal per mole) = 44.6


5.
Here is a structure of composition C18H24N2PPtS3 from the OMol25 dataset. Energies are from ωB97M-V with the def2-TZVPD basis set.

The geometry in ORCA input format:
```
! wB97M-V def2-TZVPD RIJCOSX def2/J DEFGRID3
* xyz 1 1
Pt 0.065 1.135 0.129
C -2.033 3.309 0.798
C -1.069 4.299 0.136
N -0.183 3.636 -0.801
C 1.201 4.067 -0.861
C 1.968 3.874 0.451
S 1.628 2.320 1.358
C 0.528 2.934 2.701
C -0.813 2.217 2.713
N -1.397 2.085 1.355
H -2.752 2.965 0.053
H -2.596 3.812 1.590
H -0.476 4.816 0.889
H -1.680 5.073 -0.338
H -0.579 3.553 -1.726
H 1.326 5.121 -1.141
H 1.677 3.467 -1.638
H 1.785 4.678 1.163
H 3.038 3.880 0.246
H 0.411 4.006 2.569
H 1.039 2.778 3.649
H -1.506 2.739 3.379
H -0.681 1.203 3.088
H -2.128 1.382 1.416
S -1.524 -0.214 -0.939
P 0.090 -1.456 -0.957
S 1.613 -0.118 -1.093
C 0.187 -2.458 0.539
C -0.644 -3.572 0.640
C -0.626 -4.341 1.792
C 0.226 -4.007 2.837
C 1.064 -2.906 2.729
C 1.045 -2.128 1.582
C 0.059 -2.620 -2.320
C -1.056 -2.733 -3.142
C -1.055 -3.659 -4.175
C 0.060 -4.456 -4.388
C 1.177 -4.337 -3.570
C 1.178 -3.424 -2.531
H -1.298 -3.845 -0.179
H -1.272 -5.205 1.871
H 0.244 -4.614 3.732
H 1.741 -2.659 3.536
H 1.705 -1.275 1.484
H -1.917 -2.095 -2.985
H -1.921 -3.753 -4.816
H 0.061 -5.174 -5.198
H 2.045 -4.960 -3.742
H 2.046 -3.337 -1.886
*
```

Properties
- HOMO level (eV) = -10.954
- orbital gap (Ha) = 0.3098


6.
Here is a structure of composition C18H24N3O2P2Re from the OMol25 dataset. Energies are from ωB97M-V with the def2-TZVPD basis set.

The geometry in ORCA input format:
```
! wB97M-V def2-TZVPD RIJCOSX def2/J DEFGRID3
* xyz 3 2
Re -0.547 -0.059 0.235
O -0.822 1.474 3.976
C -0.865 1.331 2.805
N -0.756 0.025 2.129
C -0.835 -1.223 2.912
O -0.790 -1.260 4.091
C -0.979 -2.395 2.006
C -1.191 -3.652 2.514
C -1.374 -4.707 1.622
C -1.342 -4.441 0.263
C -1.122 -3.148 -0.174
N -0.925 -2.122 0.675
C -0.969 2.426 1.798
C -1.165 3.727 2.191
C -1.269 4.708 1.209
C -1.160 4.332 -0.121
C -0.965 3.001 -0.438
N -0.866 2.042 0.501
H -1.225 -3.786 3.588
H -1.552 -5.711 1.986
H -1.494 -5.225 -0.467
H -1.101 -2.918 -1.226
H -1.244 3.951 3.247
H -1.436 5.743 1.480
H -1.234 5.061 -0.917
H -0.876 2.684 -1.462
C -1.378 0.873 -3.390
P -0.317 -0.145 -2.325
C -0.323 -1.734 -3.202
C 1.411 0.445 -2.521
C 2.336 -0.255 -1.514
P 1.885 0.117 0.207
C 2.688 -1.035 1.321
C 2.426 1.782 0.610
H -1.085 0.689 -4.425
H -1.284 1.938 -3.198
H -2.423 0.582 -3.273
H -0.037 -1.539 -4.238
H -1.321 -2.172 -3.209
H 0.389 -2.444 -2.779
H 1.434 1.531 -2.404
H 1.732 0.229 -3.543
H 3.379 0.056 -1.636
H 2.316 -1.341 -1.636
H 3.767 -0.941 1.168
H 2.386 -2.060 1.109
H 2.456 -0.783 2.357
H 3.510 1.820 0.472
H 2.199 2.001 1.654
H 1.957 2.527 -0.031
*
```

Properties
- HOMO level (alpha / beta) (eV) = -19.089 / -18.878
- expectation value of S² = 0.77
- orbital gap (alpha / beta) (Ha) = 0.2374 / 0.2447
- energy relative to the best compared isomer or geometry (same formula, charge and spin) (kcal per mole) = 8.3


7.
Here is an isolated molecule of C18H24N4O2S at a distorted geometry from the OMol25 dataset. Energies are from ωB97M-V with the def2-TZVPD basis set.

The geometry in ORCA input format:
```
! wB97M-V def2-TZVPD RIJCOSX def2/J DEFGRID3
* xyz 0 1
C -1.503 2.821 6.119
C -0.703 1.568 6.086
C -0.846 0.926 4.743
C 0.153 -0.253 4.733
C 0.604 -0.566 3.215
C -0.633 -1.209 2.535
O -0.922 -2.352 2.976
O -1.251 -0.514 1.499
C -2.497 -1.105 0.958
C -2.226 -2.192 -0.023
C -1.583 -1.643 -1.166
C -0.142 -1.920 -1.475
C 0.836 -2.888 -0.730
N 0.205 -1.139 -2.600
C 1.563 -1.286 -3.357
C 1.674 -0.137 -4.428
C 2.740 -0.079 -5.367
N 2.857 1.021 -6.186
C 1.971 2.066 -6.081
C 1.915 3.385 -6.847
N 0.866 1.866 -5.367
C 0.636 0.792 -4.593
N -0.659 0.676 -3.986
C -0.763 -0.269 -3.037
S -2.329 -0.513 -2.278
H -0.966 3.711 5.799
H -2.440 2.694 5.464
H -1.868 3.132 7.105
H -1.031 0.843 6.945
H 0.380 1.811 6.346
H -1.867 0.524 4.632
H -0.533 1.651 3.941
H 0.989 0.004 5.443
H -0.379 -0.991 5.226
H 1.493 -1.112 2.994
H 0.734 0.369 2.668
H -3.009 -1.516 1.859
H -3.156 -0.427 0.449
H -1.635 -2.889 0.436
H -3.169 -2.566 -0.364
H 0.864 -3.799 -1.291
H 0.445 -3.043 0.351
H 1.831 -2.386 -0.860
H 2.400 -0.965 -2.715
H 1.747 -2.401 -3.615
H 3.561 -0.847 -5.193
H 2.568 3.353 -7.698
H 2.185 4.094 -6.146
H 0.891 3.701 -7.119
*
```

Properties
- HOMO level (eV) = -7.376
- orbital gap (Ha) = 0.2863
- energy relative to the best compared isomer or geometry (same formula, charge and spin) (kcal per mole) = 107.1


8.
Here is an isolated molecule of C18H24N4O2S at a distorted geometry from the OMol25 dataset. Energies are from ωB97M-V with the def2-TZVPD basis set.

The geometry in ORCA input format:
```
! wB97M-V def2-TZVPD RIJCOSX def2/J DEFGRID3
* xyz 0 1
C -4.229 -3.110 0.054
C -4.126 -1.700 -0.504
O -4.328 -0.785 0.564
C -4.154 0.545 0.221
C -5.276 1.357 0.231
C -5.190 2.697 -0.103
C -3.963 3.224 -0.459
C -2.832 2.428 -0.450
C -2.891 1.080 -0.099
N -1.763 0.250 -0.102
C -1.450 -0.431 1.142
C -0.526 -1.614 0.869
N 0.691 -1.133 0.239
C 1.693 -2.164 0.056
C 3.072 -1.550 -0.132
O 3.983 -2.085 -0.726
N 3.195 -0.337 0.468
C 4.349 0.401 0.429
N 4.468 1.569 0.959
C 5.720 2.058 0.768
C 6.577 1.261 0.080
C 7.994 1.519 -0.282
S 5.770 -0.220 -0.371
C 0.354 -0.479 -1.015
C -0.556 0.718 -0.746
H -5.202 -3.255 0.516
H -3.464 -3.273 0.808
H -4.104 -3.835 -0.746
H -4.896 -1.537 -1.272
H -3.143 -1.534 -0.963
H -6.223 0.911 0.496
H -6.073 3.316 -0.095
H -3.876 4.265 -0.732
H -1.883 2.874 -0.703
H -2.371 -0.779 1.607
H -0.942 0.259 1.837
H -0.268 -2.095 1.816
H -1.045 -2.349 0.232
H 1.739 -2.780 0.960
H 1.487 -2.833 -0.794
H 2.376 0.056 0.919
H 5.951 3.030 1.165
H 8.300 2.495 0.088
H 8.643 0.758 0.149
H 8.123 1.495 -1.363
H 1.272 -0.138 -1.498
H -0.159 -1.177 -1.700
H -0.815 1.186 -1.698
H -0.011 1.445 -0.122
*
```

Properties
- HOMO level (eV) = -8.168
- orbital gap (Ha) = 0.3270
- energy relative to the best compared isomer or geometry (same formula, charge and spin) (kcal per mole) = 23.6


9.
Here is an isolated molecule of C18H24N4O3 from the OMol25 dataset. Energies are from ωB97M-V with the def2-TZVPD basis set.

The geometry in ORCA input format:
```
! wB97M-V def2-TZVPD RIJCOSX def2/J DEFGRID3
* xyz 0 1
N 4.559 1.572 1.435
C 4.651 1.471 0.095
O 5.130 2.325 -0.616
C 4.127 0.137 -0.438
N 3.054 -0.364 0.401
C 1.790 0.332 0.202
C 1.050 -0.096 -1.079
N 0.909 -1.536 -1.226
C -0.292 -2.146 -0.712
C -1.507 -1.862 -1.610
C -2.626 -1.475 -0.677
O -3.781 -1.284 -0.945
N -2.099 -1.392 0.599
C -2.894 -0.985 1.741
C -2.607 0.471 2.129
C -2.767 1.377 0.939
C -4.020 1.594 0.379
C -4.157 2.372 -0.755
C -3.042 2.946 -1.345
C -1.792 2.748 -0.786
C -1.658 1.968 0.350
C -0.773 -1.730 0.688
O -0.140 -1.728 1.714
C 2.170 -2.217 -0.992
C 2.831 -1.800 0.328
H 4.848 2.417 1.898
H 4.072 0.850 1.939
H 3.861 0.278 -1.495
H 4.962 -0.569 -0.396
H 1.982 1.406 0.166
H 1.173 0.114 1.078
H 0.063 0.369 -1.100
H 1.608 0.261 -1.952
H -0.109 -3.225 -0.661
H -1.305 -1.033 -2.290
H -1.803 -2.715 -2.218
H -2.658 -1.650 2.576
H -3.939 -1.107 1.448
H -3.302 0.754 2.923
H -1.590 0.541 2.519
H -4.893 1.146 0.831
H -5.135 2.527 -1.184
H -3.149 3.549 -2.234
H -0.919 3.199 -1.234
H -0.680 1.823 0.789
H 2.007 -3.295 -1.012
H 2.832 -1.958 -1.827
H 3.786 -2.315 0.454
H 2.175 -2.064 1.162
*
```

Properties
- HOMO level (eV) = -8.078
- orbital gap (Ha) = 0.3221
- energy relative to the best compared isomer or geometry (same formula, charge and spin) (kcal per mole) = 33.3


10.
Here is an isolated molecule of C18H24N4O3S at a distorted geometry from the OMol25 dataset. Energies are from ωB97M-V with the def2-TZVPD basis set.

The geometry in ORCA input format:
```
! wB97M-V def2-TZVPD RIJCOSX def2/J DEFGRID3
* xyz 0 1
C 3.888 -0.670 2.898
C 2.767 -0.595 3.929
C 2.006 -1.921 4.126
C 2.931 -3.033 4.624
C 0.876 -1.701 5.142
C 1.397 -2.336 2.831
N 1.573 -3.453 2.238
N 0.918 -3.598 1.098
C 0.202 -2.572 0.770
N -0.542 -2.597 -0.374
C -1.337 -1.692 -1.045
O -1.919 -2.070 -2.034
C -1.390 -0.269 -0.533
C -2.619 0.456 -1.098
C -2.329 1.088 -2.455
N -1.281 2.082 -2.336
C -1.015 3.067 -3.226
O -0.124 3.883 -3.025
C -1.808 3.165 -4.462
C -1.784 4.214 -5.349
C -2.644 3.861 -6.408
C -3.125 2.624 -6.099
O -2.630 2.196 -4.931
C -0.381 1.930 -1.210
C -0.099 0.452 -0.974
S 0.297 -1.268 1.944
H 4.309 0.320 2.739
H 3.517 -1.039 1.944
H 4.685 -1.328 3.232
H 3.181 -0.290 4.892
H 2.050 0.171 3.620
H 3.665 -3.292 3.867
H 2.353 -3.926 4.844
H 3.443 -2.711 5.527
H 1.296 -1.427 6.107
H 0.293 -2.611 5.265
H 0.211 -0.903 4.815
H -0.500 -3.506 -0.829
H -1.459 -0.278 0.558
H -3.436 -0.255 -1.218
H -2.941 1.230 -0.400
H -3.240 1.562 -2.825
H -2.043 0.302 -3.163
H -1.215 5.113 -5.234
H -2.872 4.442 -7.278
H -3.800 1.968 -6.613
H -0.811 2.384 -0.309
H 0.535 2.472 -1.456
H 0.270 0.016 -1.906
H 0.681 0.345 -0.220
*
```

Properties
- HOMO level (eV) = -8.908
- orbital gap (Ha) = 0.3404
- energy relative to the best compared isomer or geometry (same formula, charge and spin) (kcal per mole) = 41.4


Number 1: E_tot -1986.5599 a.u.. Number 2: E_tot -1437.8482 a.u.. Number 3: E_tot -1464.7472 a.u.. Number 4: E_tot -1035.5311 a.u.. Number 5: E_tot -2464.9440 a.u.. Number 6: E_tot -1775.0673 a.u.. Number 7: E_tot -1467.8738 a.u.. Number 8: E_tot -1468.0070 a.u.. Number 9: E_tot -1145.1104 a.u.. Number 10: E_tot -1543.2391 a.u..